Record 1
# C30H39HgN9O3P

C30H39HgN9O3P as an isolated structure (ωB97M-V/def2-TZVPD, the OMol25 dataset).

Results
multiplicity = 2
<S²> = 0.77
frontier orbital gap (spin up / spin down) = 0.1145 / 0.1265 Eh
total energy = -64754.129 eV
net charge = -2
ΔE to the lowest compared entry with this formula, charge and spin = 291.0 kJ/mol

XYZ file:
```
83
C30H39HgN9O3P ωB97M-V/def2-TZVPD
H 5.985 11.397 7.997
H 13.140 9.829 15.688
H 12.739 12.029 16.239
N 12.479 12.904 14.360
C 6.504 9.420 8.730
C 11.561 11.600 7.119
H 9.565 11.207 11.292
H 7.943 15.436 13.319
C 11.537 11.807 14.028
C 11.614 8.782 9.581
N 14.333 12.345 12.733
H 5.988 14.405 11.932
H 7.081 11.259 11.852
C 15.108 11.891 13.885
H 12.696 10.551 5.626
H 7.342 8.733 8.766
H 5.703 10.715 10.289
N 14.383 11.411 15.047
N 6.770 10.692 7.959
H 5.669 8.990 8.172
H 9.037 5.178 9.536
C 12.208 13.953 7.491
Hg 8.877 11.446 8.483
C 5.966 9.685 10.188
C 7.781 10.372 11.862
C 9.337 5.974 7.526
C 10.462 8.134 7.467
N 8.444 14.046 9.728
N 8.906 10.523 10.911
H 13.608 8.415 9.349
H 8.907 5.140 7.016
O 11.772 13.687 10.564
C 6.950 14.649 11.505
C 6.863 9.238 11.364
H 12.812 8.826 7.787
N 10.594 8.036 8.844
H 12.826 13.903 12.460
H 6.244 8.935 12.248
C 9.940 7.045 9.571
H 10.263 15.032 12.395
H 13.871 14.665 6.319
H 12.961 11.657 11.220
O 10.899 9.257 5.487
N 10.469 12.962 8.792
H 7.428 8.298 11.242
C 13.390 12.645 5.853
C 9.332 6.035 8.934
C 12.599 11.505 6.120
H 11.809 14.914 7.915
H 15.701 12.791 14.168
C 10.804 9.341 6.717
H 14.052 14.197 13.687
H 10.970 11.423 14.911
C 13.218 13.824 6.548
C 11.474 12.799 7.880
C 8.047 15.024 12.298
H 14.395 10.571 11.550
O 11.405 8.930 10.791
H 9.439 9.633 10.845
H 13.921 13.279 15.935
N 10.809 10.512 7.467
C 13.688 11.286 11.967
C 13.381 13.382 13.301
C 13.674 10.183 14.783
C 10.666 13.624 9.975
H 9.791 7.066 5.707
H 13.075 10.153 8.973
H 10.023 7.144 10.653
C 9.474 14.179 10.521
H 6.345 14.381 9.478
C 9.351 14.769 11.833
H 15.788 11.073 13.576
P 12.638 10.465 13.229
H 5.016 9.105 10.353
H 10.811 12.188 13.328
C 9.926 7.032 6.817
C 13.406 12.429 15.468
H 8.178 10.100 12.875
C 7.195 14.403 10.165
H 6.840 10.537 6.918
H 14.235 12.640 5.181
C 12.854 9.061 8.809
H 14.435 9.364 14.642
```


Record 2
# C30H39IN2O7SSiY

C30H39IN2O7SSiY as an isolated structure (ωB97M-V/def2-TZVPD, the OMol25 dataset).

Results
frontier orbital gap = 0.2747 Eh
total energy = -76925.389 eV
net charge = -1
ΔE to the lowest compared entry with this formula, charge and spin = 0.0 kJ/mol

XYZ file:
```
82
C30H39IN2O7SSiY ωB97M-V/def2-TZVPD
H -2.240 -5.345 -2.455
C 6.679 1.413 -0.621
C -3.192 -3.738 -0.416
C -0.298 4.322 -1.031
H 0.133 -4.675 -0.563
H -0.131 0.197 3.852
H -2.433 2.137 0.070
N 3.953 0.989 -0.455
C -0.555 5.862 -2.865
H -3.165 -3.350 0.602
O 3.412 3.548 4.033
C -0.198 -0.183 2.831
H -0.923 -2.051 4.731
C 6.181 0.189 -0.228
H -0.469 0.666 2.196
H -3.829 -3.085 -1.015
C 0.101 4.793 -2.275
O -1.206 -2.500 -1.101
H 1.284 -2.614 1.321
H 3.704 2.933 -1.055
C -2.636 -0.726 3.017
C 4.198 -1.309 0.249
C -0.877 -4.675 -0.149
C 3.066 -3.716 0.978
C 4.954 -2.484 0.178
S 2.620 3.219 2.844
H -3.383 -1.516 2.921
O -2.698 -0.456 -0.184
H 2.608 -4.660 1.258
H -5.028 0.709 -2.254
O -1.233 -1.883 1.434
O -0.053 2.659 0.650
H 6.852 -0.608 0.057
H -2.708 1.384 -3.021
H 0.075 -2.816 3.480
C -1.248 -1.288 2.727
H -0.249 6.227 -3.835
C -2.022 6.001 -0.947
C 4.389 -3.690 0.551
C -1.785 -3.796 -1.007
H -4.390 -0.945 -2.182
N 2.573 1.837 2.343
H -1.250 -5.702 -0.119
H -0.838 -4.334 -2.864
Si -1.237 -1.215 -0.078
H -3.769 2.593 -1.009
H 6.136 3.410 -1.255
H -1.659 4.544 0.595
O -0.009 -0.258 -0.369
H -2.039 -0.242 -2.781
H -2.885 0.062 2.307
C 4.443 2.172 -0.838
H -3.629 -4.739 -0.400
C 2.858 -1.289 0.673
O 1.443 2.698 -0.980
Y 1.625 0.837 0.465
H -2.846 6.475 -0.433
C 5.794 2.433 -0.947
H 0.791 -0.583 2.580
C 0.405 3.154 -0.403
H -2.475 -3.687 -3.047
H -0.832 -4.283 0.867
C 4.799 -0.016 -0.162
H -2.679 -0.320 4.031
C -4.536 -0.026 -1.612
H -4.096 1.663 0.467
H 4.967 -4.605 0.491
C -3.196 0.505 -1.113
C -1.840 -4.329 -2.434
H -5.186 -0.245 -0.763
C -1.611 6.457 -2.190
C -0.915 -2.413 3.701
H -1.647 -3.216 3.603
C -2.248 0.712 -2.292
H -1.301 1.136 -1.963
H 0.929 4.306 -2.773
I -2.605 8.073 -3.069
H 5.973 -2.473 -0.191
C -3.386 1.810 -0.350
H 7.749 1.579 -0.661
C -1.360 4.927 -0.372
C 2.328 -2.541 1.024
```


Record 3
# C30H40BrIrN4O4S

C30H40BrIrN4O4S as an isolated structure (ωB97M-V/def2-TZVPD, the OMol25 dataset).

Results
multiplicity = 2
<S²> = 0.78
frontier orbital gap (spin up / spin down) = 0.2518 / 0.1904 Eh
total energy = -129618.331 eV
net charge = +1
ΔE to the lowest compared entry with this formula, charge and spin = 231.9 kJ/mol

XYZ file:
```
81
C30H40BrIrN4O4S ωB97M-V/def2-TZVPD
C 2.674 -1.763 3.503
O 0.504 -1.789 2.481
H -6.295 -1.389 -4.125
H -1.837 3.697 -0.360
H 1.120 2.092 -2.036
H -5.985 0.957 -2.132
H -1.010 4.874 -3.108
C 4.043 -2.135 1.544
H 3.565 -4.329 -2.267
H -3.450 -1.865 -2.071
H 4.738 -1.456 1.049
H 5.820 -4.748 0.189
Ir 1.243 -0.667 0.586
N 2.785 -0.252 -0.663
C 0.880 3.295 3.468
H 3.057 -2.761 3.736
H 2.288 -4.603 -1.069
H -0.903 0.603 2.463
H -4.025 1.286 -5.312
C 1.274 -1.805 5.996
H 0.664 -2.293 6.753
H -1.642 3.580 -4.121
C -2.783 1.389 -2.829
N 4.030 -3.755 -0.298
H 3.027 -1.055 4.256
C -4.744 0.032 -3.664
C -0.830 3.545 -0.756
Br -1.140 -2.113 -0.265
C 5.480 -3.833 -0.301
C 3.358 -4.639 -1.243
H -3.187 2.203 -3.412
C -0.897 -1.820 4.818
H 0.539 2.289 -3.696
C 3.504 0.196 -1.482
C 0.747 4.460 4.288
H 4.598 -2.797 2.215
H -5.401 2.100 -3.350
H 2.223 -2.331 5.931
H 3.716 -5.659 -1.099
C -4.402 0.278 -5.145
C -0.887 2.945 -2.176
C -1.623 1.611 -2.135
C -1.093 0.516 -1.329
H -6.688 0.966 -3.755
H -3.650 -0.433 -5.491
O 2.078 -2.869 0.407
C -5.763 1.084 -3.193
H -1.234 -0.879 5.258
N 0.559 -1.842 4.729
C 1.133 1.020 1.905
C -2.965 -0.901 -2.084
C -1.585 3.949 -3.095
C 2.199 1.898 2.022
H -4.713 -2.133 -3.908
N 0.636 5.385 4.960
C -3.479 0.163 -2.842
H -0.322 4.509 -0.791
H -1.316 -1.922 3.823
C 0.550 2.734 -2.700
H 3.130 1.708 1.503
S 4.531 0.761 -2.557
O -0.036 0.655 -0.661
H 5.822 -3.851 -1.335
H 2.899 3.736 2.884
C 2.077 3.039 2.800
C 3.311 -2.964 0.493
C -0.060 1.279 2.559
H 5.929 -2.976 0.192
H -2.589 4.189 -2.740
C -5.380 -1.355 -3.534
O 3.146 -1.307 2.252
H -1.124 2.623 3.854
C -0.193 2.412 3.345
H -5.643 -1.573 -2.498
C 1.149 -1.802 3.535
H -5.302 0.148 -5.747
C -1.836 -0.716 -1.345
H 1.453 -0.775 6.315
H -1.241 -2.646 5.439
H -0.280 2.897 -0.079
H 1.055 3.698 -2.756
```


Record 4
# C30H40F3OSn

C30H40F3OSn as an isolated structure (ωB97M-V/def2-TZVPD, the OMol25 dataset).

Results
frontier orbital gap = 0.1597 Eh
total energy = -47788.202 eV
net charge = -1

XYZ file:
```
75
C30H40F3OSn ωB97M-V/def2-TZVPD
H 0.566 -2.484 -4.548
H -2.074 -4.268 -3.490
H -2.790 2.098 -0.052
H 1.524 -0.666 -2.440
H 1.489 0.196 -3.946
H -5.227 -3.662 -2.606
H -2.616 0.512 -2.208
C -1.194 6.266 1.356
H -2.780 -3.648 -0.762
H 1.998 -4.088 1.233
H 4.370 -2.571 -0.012
H -1.896 5.245 4.483
H 3.149 1.818 0.858
C -2.473 -3.442 -2.894
H 2.854 -1.582 -5.048
H -1.298 0.954 1.824
C -0.432 4.370 3.204
C -1.812 6.214 2.594
C -3.289 -3.927 -1.695
C 1.642 -2.855 -0.505
C 0.215 4.388 1.958
C 1.526 -0.821 -3.528
H 1.577 0.932 5.437
H -5.029 -3.523 0.462
Sn -0.782 -2.315 -2.217
H -0.411 -1.029 -4.535
C -2.228 1.182 -0.142
C 2.838 -1.494 -3.953
F -2.322 8.257 3.587
C -2.133 0.351 -1.258
F -3.543 7.605 1.856
H 1.689 3.617 0.644
C 1.247 3.481 1.616
C 1.778 2.425 2.396
H 0.470 2.823 4.112
H 2.219 -2.463 -1.352
C 1.348 2.129 3.702
O -0.881 -0.583 0.340
C 2.951 0.377 3.899
H -0.076 3.520 3.952
H -6.529 -3.445 -0.461
H 0.722 -4.470 -1.613
F -3.762 6.592 3.811
H 3.497 -2.066 1.427
H 1.318 -1.965 0.054
H 4.997 -1.211 -3.793
H -0.176 -3.973 -0.186
H -5.576 -4.928 -0.443
C 4.066 -0.743 -3.463
C 2.564 -3.709 0.371
C 3.386 0.634 2.611
H 3.415 -0.404 4.481
C 0.431 -3.604 -1.015
C -1.449 0.577 0.820
H 0.259 5.406 0.067
C -1.322 -0.706 -0.951
C -4.717 -3.369 -1.677
C 2.808 1.627 1.862
H 4.090 -0.698 -2.371
C -1.414 5.265 3.520
C -0.204 5.369 1.036
H 4.192 0.056 2.195
H -3.329 -5.027 -1.672
H -1.506 7.020 0.651
H 2.857 -2.531 -3.588
C 1.924 1.131 4.438
C -5.509 -3.838 -0.467
H 4.067 0.285 -3.829
C 0.289 -1.621 -3.938
H 2.867 -4.605 -0.189
H 4.455 -3.545 1.454
C 3.789 -2.937 0.837
H -4.680 -2.271 -1.706
C -2.900 7.204 2.972
H -3.084 -2.838 -3.569
```


Record 5
# C30H40N4S2SbScSi3

C30H40N4S2SbScSi3 as an isolated structure (ωB97M-V/def2-TZVPD, the OMol25 dataset).

Results
frontier orbital gap = 0.2767 Eh
total energy = -110266.691 eV
ΔE to the lowest compared entry with this formula, charge and spin = 17.6 kJ/mol

XYZ file:
```
81
C30H40N4S2SbScSi3 ωB97M-V/def2-TZVPD
N -5.369 5.911 -1.984
C 2.689 -2.300 1.075
C 0.111 -0.100 1.670
C -0.865 4.376 -1.123
H -3.713 3.287 -3.458
N -0.649 -1.845 -2.491
H -0.064 4.680 -0.463
Sc -0.279 0.361 -2.173
H 1.940 -3.052 1.303
H -0.954 1.816 4.604
C -0.137 -4.500 -2.031
Sb 1.949 -0.393 0.356
C -3.390 1.306 1.377
N -1.436 0.261 -0.265
H 0.578 -3.421 3.952
H 4.625 -2.192 -1.557
H 2.862 -1.238 -5.275
C -2.057 5.076 -1.110
C -2.135 1.010 1.858
C 0.839 2.841 2.142
H -2.940 -1.426 2.851
C -3.702 0.996 0.060
C -2.066 -1.562 3.488
C 2.608 0.676 3.445
Si 2.814 -1.000 -2.799
H 1.491 2.881 1.267
C 3.733 0.630 -2.767
N -2.336 7.047 0.538
H 1.574 -2.231 -4.588
H -1.911 1.188 2.895
H 2.603 -0.173 4.130
H 1.817 -2.250 3.507
C -1.530 -2.772 -2.878
H 4.818 -2.362 -3.299
H -2.059 -0.771 4.238
H 3.312 -2.131 1.953
C -0.663 3.272 -1.960
C -0.007 1.278 4.611
H -2.039 -4.844 -3.006
C -1.314 -4.116 -2.672
H -2.422 -2.411 -3.376
H -4.681 1.170 -0.362
H 1.168 3.600 2.856
C -1.711 2.869 -2.822
H 3.147 1.426 -3.227
C -0.887 -2.996 1.201
C 4.082 -2.359 -2.491
C 0.771 -2.358 3.778
C 1.382 -1.029 -1.606
S 0.901 2.454 -1.852
H 3.632 -3.353 -2.453
C -3.097 4.678 -1.966
C 2.081 -1.266 -4.511
H -0.169 3.107 1.814
Si 0.859 1.153 2.940
H 3.987 0.948 -1.754
H -2.861 0.292 -1.770
C 0.501 -2.190 -1.867
C -2.689 0.488 -0.714
C -2.910 3.593 -2.802
H -4.129 1.753 2.029
H 0.609 -1.843 4.728
C 0.768 -3.543 -1.622
H 3.299 0.466 2.631
H 0.670 1.845 5.256
H 1.688 -3.814 -1.124
H -1.569 -2.557 0.467
H -0.159 0.308 5.087
C -4.358 5.365 -1.969
H 4.667 0.528 -3.327
C -2.219 6.179 -0.206
H 0.068 -5.549 -1.858
H 3.328 -2.663 0.270
S -1.626 1.480 -3.916
C -1.148 0.429 1.044
H 1.356 -0.484 -4.766
H 3.013 1.532 3.993
H -1.403 -3.841 1.664
Si -0.464 -1.727 2.513
H -0.028 -3.382 0.657
H -2.196 -2.510 4.020
```


Record 6
# C30H40N5O5SSi2Ti

C30H40N5O5SSi2Ti as an isolated structure (ωB97M-V/def2-TZVPD, the OMol25 dataset).

Results
multiplicity = 3
<S²> = 2.02
frontier orbital gap (spin up / spin down) = 0.1996 / 0.2781 Eh
total energy = -99160.006 eV
net charge = -1
ΔE to the lowest compared entry with this formula, charge and spin = 133.8 kJ/mol

XYZ file:
```
84
C30H40N5O5SSi2Ti ωB97M-V/def2-TZVPD
H 1.124 3.832 -3.656
C 4.651 -3.458 5.454
C 1.872 3.525 2.615
O -1.545 -0.710 1.850
H -0.282 -4.306 0.342
N 1.036 1.160 1.304
H 2.112 4.441 3.139
O 2.123 -3.401 0.058
O -3.269 -1.750 2.819
O 0.217 -2.235 -2.871
H 0.639 -1.786 -2.117
C 0.409 1.313 -4.738
C 1.575 3.521 1.227
C -3.757 -0.025 -1.641
C -2.518 -2.572 0.721
N 2.195 -0.194 4.551
H -0.378 1.952 -5.143
C 1.098 3.360 -2.670
H 0.920 2.333 -0.381
C 2.217 0.597 -2.480
C -2.417 4.065 -0.186
C -2.243 2.204 1.275
C 4.228 -1.090 5.562
H 0.222 -4.072 -1.917
H -4.348 -0.852 -2.044
H 5.276 -4.311 5.686
H 1.350 1.613 -5.209
H -4.016 1.489 -4.301
C -2.460 -1.623 1.920
H -2.471 2.285 -4.577
C 1.594 -0.150 3.266
C -2.643 3.507 1.071
H 4.522 -0.094 5.875
C 1.499 1.124 2.621
H -1.660 3.738 -2.165
H -3.472 2.731 -3.184
H -3.386 -2.281 0.129
Ti -0.344 -0.242 0.330
S 1.144 -2.650 3.598
C -1.440 1.990 -0.925
H 2.056 2.335 4.337
H -2.712 5.089 -0.387
H 2.606 0.683 4.814
H 2.472 0.610 -1.419
H -1.163 -1.211 -4.314
H -2.354 -2.413 -1.923
C -2.180 -0.864 -4.163
H -2.359 1.688 2.221
H 2.105 3.431 -2.251
H -0.901 -3.860 -3.251
C 3.491 -3.629 4.711
H 0.446 3.961 -2.037
C 5.016 -2.187 5.879
H -0.276 -3.063 1.589
O 1.094 -1.455 -0.357
C -1.637 -3.074 -1.440
C -0.470 -3.357 -2.380
C 1.846 2.333 3.276
C 2.676 -2.542 4.435
H -4.436 0.818 -1.495
Si 0.627 1.519 -2.871
H -2.561 -0.450 -5.101
H -3.397 -0.309 -0.653
N -1.322 -2.496 -0.120
N -1.668 1.496 0.303
H 3.026 1.085 -3.033
C -0.220 -3.226 0.517
H 1.636 4.411 0.616
C 1.178 2.344 0.666
H -3.105 4.073 1.867
H 2.188 -0.446 -2.795
Si -2.355 0.464 -2.824
C 1.138 -2.700 0.053
H 3.207 -4.608 4.346
H 5.926 -2.044 6.447
H -2.787 -1.741 -3.930
C -0.844 0.983 -1.834
H -2.702 -3.593 1.079
C -1.824 3.318 -1.183
C -3.133 1.899 -3.800
H -2.134 -4.047 -1.282
N 1.177 -1.224 2.667
H 0.207 0.286 -5.039
C 3.047 -1.266 4.851
```